This record from the Open Molecules 2025 dataset describes a molecular structure, C38H32CoN3O4. The level of theory is wB97M-V/def2-TZVPD.

XYZ file:
```
78
Properties=species:S:1:pos:R:3:forces:R:3:mulliken_spin:R:1
Co -0.388552 0.406212 0.042384 -1.1 0.7 -0.9 3.21
O -1.215870 0.533925 -1.636218 0.8 -1.7 -0.7 0.33
C -1.098223 -0.381012 -2.735418 -1.1 -0.1 0.1 -0.05
C 0.296521 -0.971361 -2.751253 0.0 -2.7 0.2 0.01
C 0.503594 -1.907672 -1.561666 0.2 -0.1 0.1 -0.01
C 0.968362 -3.202509 -1.806269 0.5 -0.4 0.5 0.00
C 1.181921 -4.089460 -0.740447 -0.9 1.4 0.7 0.00
C 0.974990 -3.567837 0.548633 0.2 -0.8 -0.4 0.01
C 0.534786 -2.257066 0.740839 0.3 -1.1 -0.2 -0.01
C 0.367156 -1.770933 2.135582 -0.7 0.5 1.3 -0.04
C 1.076167 -0.392760 2.471288 -0.2 0.2 -0.8 -0.04
O 0.579596 0.593049 1.558761 0.6 -1.5 0.9 0.34
C 2.609705 -0.589365 2.263121 1.1 0.2 -0.4 0.02
C 3.346884 -1.601119 2.898409 -0.7 0.2 -0.8 0.00
C 4.614925 -1.958155 2.487709 0.6 0.7 -0.2 0.00
C 5.220681 -1.276900 1.443477 -0.6 -0.7 0.2 0.00
C 4.589363 -0.179176 0.911496 0.6 0.0 0.2 0.00
C 3.356933 0.206502 1.357277 -2.5 0.4 0.3 0.00
C 0.798942 0.147373 3.894455 0.2 -1.1 -0.6 0.01
C 1.034303 1.506587 4.122606 -0.3 -1.3 1.0 0.01
C 1.039756 1.930416 5.443049 0.3 -0.3 0.9 0.00
C 0.825344 1.043356 6.539866 -0.5 0.5 -1.5 0.00
C 0.351937 -0.220696 6.227608 0.6 -1.0 0.4 0.00
C 0.434851 -0.721574 4.920033 0.1 1.8 0.0 0.00
N 0.210698 -1.489181 -0.300171 1.0 -0.5 -0.9 0.09
C -1.246421 0.427886 -4.039898 -2.1 0.8 0.2 0.03
C -2.037844 0.041115 -5.133484 1.1 -0.8 -0.8 0.00
C -2.029521 0.814741 -6.307377 -0.8 -1.2 1.2 0.00
C -1.450401 2.049378 -6.310398 0.6 0.0 -1.7 0.00
C -0.788074 2.518390 -5.214828 0.0 -0.7 1.4 0.00
C -0.784211 1.746909 -4.043179 1.1 0.1 0.5 0.01
C -2.198486 -1.548447 -2.626287 0.0 1.3 1.2 0.01
C -2.203953 -2.683182 -3.432373 1.2 -0.1 -0.6 0.00
C -3.270489 -3.579317 -3.408765 -0.6 0.8 1.3 0.00
C -4.321385 -3.369935 -2.489922 0.7 -0.2 0.4 0.00
C -4.295392 -2.279294 -1.592763 0.0 -0.2 -0.6 0.00
C -3.219162 -1.387623 -1.649017 0.1 0.1 -0.7 0.00
H 1.056534 -0.235481 -2.848508 0.6 1.0 0.3 -0.01
H 0.501704 -1.668882 -3.605496 -0.6 0.9 0.3 0.00
H 1.230046 -3.516696 -2.815294 -0.3 0.2 0.1 0.00
H 1.417264 -5.137545 -0.871973 0.2 0.1 -0.1 0.00
H 1.110230 -4.206628 1.427454 0.1 0.3 -0.4 0.00
H 0.749566 -2.565002 2.804078 -0.2 0.4 -0.3 0.00
H -0.737430 -1.701590 2.337841 0.9 0.3 0.0 -0.01
H 2.882321 -2.232936 3.601187 -0.6 -0.5 1.1 0.00
H 5.210953 -2.692159 2.993230 -0.2 -0.6 0.2 0.00
H 6.086579 -1.702538 0.988750 0.8 0.2 0.0 0.00
H 5.109012 0.392595 0.182958 0.2 0.5 -0.7 0.00
H 2.845989 1.096416 0.960411 0.3 -0.4 -0.1 0.00
H 1.259797 2.082116 3.251311 0.1 0.7 -0.1 0.01
H 1.238719 2.956025 5.693153 0.2 0.4 -0.1 0.00
H 0.995195 1.358047 7.570500 -0.4 0.1 -0.4 0.00
H 0.022532 -0.904775 7.016231 0.3 0.3 -0.2 0.00
H 0.252702 -1.741563 4.691550 -0.3 -0.7 0.1 0.00
H -2.480235 -0.961557 -5.208244 0.1 0.6 0.3 0.00
H -2.464221 0.387008 -7.194118 -0.3 0.1 -0.2 0.00
H -1.360266 2.536616 -7.277466 -0.1 0.3 0.2 0.00
H -0.190428 3.393630 -5.299751 0.1 0.8 0.3 0.00
H -0.344787 2.111040 -3.086096 -0.2 -0.1 -1.0 -0.01
H -1.273400 -2.898693 -4.033291 -1.4 0.3 0.3 0.00
H -3.318390 -4.429719 -4.055344 0.2 -0.4 -0.2 0.00
H -5.031302 -4.189962 -2.337051 -0.1 0.6 -0.4 0.00
H -5.153653 -2.074081 -0.916588 0.9 -0.4 -0.4 0.00
H -3.182150 -0.544290 -0.954340 0.0 -0.2 -0.4 0.01
C 0.685609 5.331205 1.111463 0.6 -0.5 2.1 0.00
N -0.316180 4.289593 0.975377 -1.6 0.2 0.9 0.00
C -1.615463 4.384749 1.543721 1.2 0.5 -1.2 0.00
C -2.561888 3.425091 1.486346 1.3 -0.3 -0.6 0.01
C -2.168021 2.188835 0.823339 -0.2 -0.3 0.6 0.01
O -2.773413 1.090696 0.769791 0.4 0.9 0.3 0.05
N -0.936337 2.228435 0.277838 -0.3 -1.1 -0.3 0.06
C 0.063242 3.074570 0.406432 1.0 1.8 -0.4 -0.04
O 1.213824 2.868285 -0.009067 -0.9 0.1 0.4 0.01
H 1.150328 5.300451 2.147233 -0.5 0.0 -1.0 0.00
H 0.341637 6.343967 0.977995 -0.5 0.1 -0.4 0.00
H 1.463230 5.075955 0.424292 0.5 0.1 -0.5 0.00
H -1.841288 5.380845 1.898674 0.1 -0.1 0.4 0.00
H -3.507592 3.566660 1.924610 -0.9 0.1 0.4 0.00
```
Forces are in eV/Å.

The LUMO energy (spin up / spin down) is -0.03 / -1.39 eV. The multiplicity is 5. Its frontier orbital gap (spin up / spin down) is 8.60 / 7.34 eV. The highest occupied orbital energy (spin up / spin down) is -8.622 / -8.727 eV.